Molecular formula: C17H35Cl24NP
Method: DFT, the ωB97M-V functional and the def2-TZVPD basis

Last column: Löwdin charge in e.
Cartesian coordinates (Å):
C1 0.88077 -3.25298 3.77728  -0.075
C2 0.49894 -2.02959 3.14722  -0.348
C3 0.14540 -0.70173 2.19157  -0.396
P1 1.53473 0.56200 2.43677  0.298
N1 0.43529 1.98376 2.14824  -0.237
C4 2.14520 0.52684 0.63769  -0.747
Cl1 0.80871 0.90501 -0.64587  0.441
C5 3.10371 -0.73913 0.22232  -0.687
C6 2.37159 -2.19542 0.13331  -0.149
Cl2 4.70451 -0.81954 1.22824  0.498
H1 1.49773 -4.01989 4.44883  0.051
H2 -0.88271 -0.28968 2.63695  -0.003
H3 -0.00547 -1.12794 1.11722  0.017
H4 2.58664 1.50702 2.75514  -0.033
H5 1.12780 0.66238 3.84515  -0.040
H6 2.40140 -0.54782 2.85645  -0.036
H7 -0.48202 1.67024 1.76364  -0.036
H8 0.90633 2.69934 1.55322  -0.109
H9 2.86567 1.47804 0.53727  0.028
H10 3.48320 -0.49442 -0.88425  0.051
H11 3.01804 -2.85144 -0.62692  0.015
H12 2.48687 -2.72514 1.17560  0.079
H13 1.28101 -2.19198 -0.28982  0.068
C7 -3.01222 -0.95179 -0.90100  -1.075
Cl3 -1.84927 -2.23064 -1.27134  0.458
Cl4 -2.37960 0.14574 0.33200  0.523
H14 -3.21805 -0.38355 -1.81142  -0.158
H15 -3.93534 -1.40616 -0.53301  0.014
C8 4.22988 1.49361 -3.02296  -1.035
Cl5 5.07255 0.11568 -3.74148  0.501
Cl6 4.74689 1.75498 -1.35280  0.563
H16 4.45019 2.38984 -3.60808  0.010
H17 3.15467 1.29932 -3.03629  0.001
C9 1.35897 -5.32247 -1.30095  -0.984
Cl7 -0.14198 -4.68452 -1.98303  0.489
Cl8 2.76098 -4.78280 -2.23272  0.553
H18 1.45937 -4.97100 -0.27114  0.032
H19 1.32064 -6.41440 -1.31608  0.030
C10 -4.99685 0.36310 3.33972  -1.049
Cl9 -5.44629 -0.74266 2.03575  0.488
Cl10 -3.24413 0.39941 3.56719  0.552
H20 -5.34408 1.36847 3.08913  -0.088
H21 -5.46914 0.03007 4.26710  0.031
C11 -3.35209 -3.58587 -4.68188  -1.004
Cl11 -4.57699 -4.61896 -3.93528  0.499
Cl12 -3.30482 -1.99596 -3.91050  0.520
H22 -2.37381 -4.06141 -4.57722  0.023
H23 -3.59003 -3.46054 -5.74097  0.027
C12 5.78179 -3.18229 -1.23029  -1.074
Cl13 7.22261 -2.85558 -2.20103  0.486
Cl14 6.08183 -4.47396 -0.06127  0.495
H24 5.50172 -2.27335 -0.69223  -0.046
H25 4.96734 -3.48447 -1.89313  -0.042
C13 -6.64328 2.62143 0.19960  -0.965
Cl15 -6.90824 2.07709 1.86048  0.578
Cl16 -5.65728 1.46234 -0.70005  0.522
H26 -7.61014 2.72815 -0.29832  0.029
H27 -6.12980 3.58578 0.21900  0.036
C14 1.11746 5.61450 2.06840  -1.004
Cl17 0.32725 7.06611 1.44116  0.478
Cl18 1.72873 4.60415 0.75287  0.543
H28 1.95321 5.91194 2.70649  0.031
H29 0.39412 5.03970 2.65183  0.029
C15 -1.51204 2.25428 -3.36252  -0.990
Cl19 -2.95759 1.34015 -2.91556  0.574
Cl20 -0.94066 3.24130 -2.01183  0.483
H30 -0.72359 1.55461 -3.65053  0.026
H31 -1.75095 2.90806 -4.20484  0.009
C16 -1.83773 -1.81154 6.12074  -1.002
Cl21 -0.39691 -1.48483 5.15000  0.650
Cl22 -1.53768 -3.10321 7.28977  0.475
H32 -2.11780 -0.90259 6.65880  0.017
H33 -2.65218 -2.11372 5.45790  0.017
C17 1.08018 5.29768 -4.51612  -1.013
Cl23 -0.34346 5.45231 -5.55264  0.502
Cl24 1.60474 3.61330 -4.40299  0.532
H34 1.89255 5.89596 -4.93591  0.029
H35 0.83300 5.66128 -3.51577  0.027

Results
Lowest unoccupied orbital energy, eV: 1.815
HOMO energy, eV: -4.3
Electronic energy, eV: -329505.1486
Kohn-Sham gap, eV: 6.1
Net charge: -1